[1]
C3H10N2O | wB97M-V/def2-TZVPD

Atoms and positions in Å:
O (2.475, 0.613, -0.070)
N (2.395, -1.713, 0.373)
N (-2.093, 0.134, -0.863)
C (2.687, -0.686, -0.601)
C (-2.140, 1.107, 0.150)
C (-3.130, 1.261, 1.028)
H (3.088, 0.737, 0.668)
H (3.737, -0.742, -0.905)
H (-2.943, -0.408, -0.832)
H (-1.132, 1.469, 0.349)
H (2.057, -2.571, -0.036)
H (-4.141, 0.879, 0.935)
H (-2.875, 1.492, 2.055)
H (2.075, -0.672, -1.508)
H (-1.766, 0.453, -1.763)
H (1.706, -1.352, 1.020)

Kohn-Sham gap, eV: 9.45

***

[2]
C3H10N2O | wB97M-V/def2-TZVPD

Atoms and positions in Å:
O (-0.324, -1.984, 1.651)
N (-1.836, 0.152, -0.151)
N (1.076, 0.733, -1.712)
C (0.179, -0.704, 1.431)
C (0.680, 1.019, -0.420)
C (-0.272, -0.134, -0.083)
H (1.770, 1.446, -2.035)
H (-0.367, -1.151, -0.780)
H (-2.366, 0.114, -0.948)
H (1.457, 1.252, 0.353)
H (-0.057, 1.850, -0.463)
H (-0.281, 0.066, 2.063)
H (-0.437, -2.606, 0.842)
H (1.233, -0.732, 1.529)
H (1.628, -0.184, -1.645)
H (-2.082, 0.864, 0.371)

Kohn-Sham gap, eV: 9.96

***

[3]
C3H10N2O | wB97M-V/def2-TZVPD

Atoms and positions in Å:
O (-2.584, 0.915, 1.111)
N (-2.387, 0.102, -0.136)
N (1.318, 0.224, 0.070)
C (-0.053, 0.608, -0.595)
C (-0.322, -0.308, 0.488)
C (2.235, -0.743, -0.524)
H (-0.104, 0.252, -1.618)
H (-2.803, -0.798, 0.124)
H (-0.368, 1.623, -0.387)
H (-0.526, 0.110, 1.467)
H (3.071, -0.243, -1.017)
H (1.672, 0.821, 0.811)
H (1.713, -1.347, -1.269)
H (-0.263, -1.386, 0.405)
H (-3.214, 1.589, 0.826)
H (2.616, -1.418, 0.244)

Kohn-Sham gap, eV: 7.10

***

[4]
C3H10N2O | wB97M-V/def2-TZVPD

Atoms and positions in Å:
O (2.262, 1.716, -0.413)
N (1.447, 1.286, 0.307)
N (-2.421, 0.319, -0.163)
C (1.119, -1.227, -0.016)
C (-2.574, 1.741, 0.020)
C (2.536, -1.687, 0.048)
H (-3.593, 2.148, -0.456)
H (3.329, -0.906, 0.010)
H (0.817, -1.187, -1.075)
H (2.832, -2.366, -0.807)
H (-3.120, -0.229, 0.232)
H (2.796, -2.319, 0.980)
H (-2.668, 1.989, 0.980)
H (0.482, -1.610, 0.744)
H (-1.504, 0.033, 0.000)
H (-1.740, 2.299, -0.388)

Kohn-Sham gap (alpha / beta), eV: 8.32 / 8.34

***

[5]
C3H10N2O | wB97M-V/def2-TZVPD

Atoms and positions in Å:
O (0.380, -0.858, -1.297)
N (-2.225, -0.064, -1.414)
N (-0.291, -0.078, -0.344)
C (2.115, 0.736, 1.215)
C (1.183, 1.005, 0.315)
C (-0.760, -0.775, 0.854)
H (-1.107, -0.021, 1.559)
H (-2.232, -1.070, -1.598)
H (1.076, 2.008, -0.102)
H (1.274, -0.460, -1.280)
H (-0.940, 0.780, -0.736)
H (2.202, -0.248, 1.674)
H (0.067, -1.332, 1.289)
H (2.796, 1.497, 1.600)
H (-1.594, -1.424, 0.594)
H (-1.944, 0.305, -2.327)

Kohn-Sham gap (alpha / beta), eV: 7.60 / 6.51

***

[6]
C3H10N2O | wB97M-V/def2-TZVPD

Atoms and positions in Å:
O (3.556, -0.750, 1.281)
N (-0.625, 0.467, -1.095)
N (-2.194, -1.208, -1.311)
C (-0.014, 1.270, -0.042)
C (-1.048, -0.795, -0.845)
C (-0.630, 1.165, 1.366)
H (2.799, -1.291, 1.519)
H (-0.408, 0.216, 1.862)
H (-0.532, -1.308, -0.037)
H (4.047, -1.278, 0.661)
H (0.967, 0.795, 0.116)
H (-0.397, 1.979, 2.054)
H (-1.714, 1.053, 1.214)
H (-2.102, -2.228, -1.303)
H (-1.168, 0.886, -1.837)
H (0.068, 2.258, -0.464)

Kohn-Sham gap, eV: 9.42

***

[7]
C3H10N2O | wB97M-V/def2-TZVPD

Atoms and positions in Å:
O (2.068, 2.906, 0.895)
N (-0.658, -1.122, -0.334)
N (1.433, 0.852, 1.605)
C (-2.101, -1.171, -0.172)
C (2.283, 1.727, 1.022)
C (-0.248, -0.108, -1.309)
H (-0.936, -0.099, -2.147)
H (-2.290, -1.747, 0.731)
H (0.746, -0.346, -1.686)
H (-2.527, -1.803, -0.948)
H (3.205, 1.221, 0.686)
H (0.525, 1.125, 1.933)
H (-0.150, 0.870, -0.846)
H (-2.535, -0.182, -0.185)
H (-0.460, -1.993, -0.801)
H (1.645, -0.128, 1.555)

Kohn-Sham gap, eV: 10.15

***

[8]
C3H10N2O | wB97M-V/def2-TZVPD

Atoms and positions in Å:
O (0.027, -2.031, 2.236)
N (0.732, -0.034, -0.096)
N (0.086, 0.853, 1.960)
C (-0.934, 0.075, -1.941)
C (0.508, 0.258, -1.513)
C (0.593, 0.999, 0.804)
H (-0.215, -1.085, 2.256)
H (-0.650, -2.461, 2.773)
H (-1.440, -0.685, -1.336)
H (-1.524, 0.975, -1.777)
H (0.440, 1.550, 2.607)
H (1.038, 1.921, 0.419)
H (1.157, -0.439, -2.038)
H (-1.065, -0.276, -2.960)
H (0.345, -0.877, 0.321)
H (0.898, 1.257, -1.717)

Kohn-Sham gap, eV: 10.32

***

[9]
C3H10N2O | wB97M-V/def2-TZVPD

Atoms and positions in Å:
O (1.260, -1.356, -1.797)
N (1.580, 0.160, 0.622)
N (-2.099, 0.237, 0.560)
C (-0.770, 0.793, 0.587)
C (0.360, -0.333, 0.148)
C (0.319, -0.389, -1.373)
H (-0.040, -1.203, 0.658)
H (-2.558, 0.385, 1.459)
H (-2.030, -0.779, 0.499)
H (-0.672, -0.777, -1.633)
H (-0.464, 1.210, 1.548)
H (-0.710, 1.577, -0.163)
H (0.434, 0.539, -1.945)
H (2.012, -1.306, -1.199)
H (1.645, 1.156, 0.401)
H (1.732, 0.086, 1.627)

Multiplicity: 2
Kohn-Sham gap (alpha / beta), eV: 11.78 / 5.96
Charge: +1

***

[10]
C3H10N2O2 | wB97M-V/def2-TZVPD

Atoms and positions in Å:
O (2.049, 1.480, 2.278)
O (-3.498, -1.360, 1.053)
N (1.899, -0.243, -1.280)
N (-0.217, -0.211, 0.030)
C (0.440, 0.112, -1.257)
C (-2.591, -0.611, 1.002)
C (-1.740, -0.419, -0.269)
H (2.903, 1.550, 1.904)
H (-0.131, -0.484, -2.026)
H (1.961, 0.524, 2.027)
H (-1.895, -1.303, -0.909)
H (2.177, -1.245, -1.303)
H (-0.130, 0.598, 0.651)
H (-2.064, -0.310, 1.921)
H (-2.072, 0.516, -0.698)
H (2.598, 0.207, -1.785)
H (0.312, 1.198, -1.339)

Kohn-Sham gap, eV: 10.27

***

[11]
C3H10N2O2 | wB97M-V/def2-TZVPD

Atoms and positions in Å:
O (1.128, -1.674, 0.167)
O (1.117, -0.672, -2.471)
N (0.682, -0.876, 2.274)
N (-0.843, -0.590, 0.589)
C (-0.643, 1.416, -0.799)
C (0.415, -1.073, 0.934)
C (-1.128, 0.844, 0.523)
H (-0.630, 1.380, 1.338)
H (0.369, 1.056, -0.985)
H (0.189, -0.126, 2.703)
H (1.537, -1.268, -3.089)
H (-2.187, 1.058, 0.671)
H (-1.213, 1.054, -1.653)
H (1.232, -1.146, -1.639)
H (1.626, -0.960, 2.585)
H (-0.568, 2.501, -0.823)
H (-1.084, -0.923, -0.326)

Kohn-Sham gap, eV: 10.55

***

[12]
C3H10N2O2 | wB97M-V/def2-TZVPD

Atoms and positions in Å:
O (-2.099, -0.283, 0.935)
O (1.011, 0.265, -3.327)
N (1.055, 1.186, -2.229)
N (-0.467, -1.820, 1.052)
C (-1.036, -0.638, 1.389)
C (-0.211, 0.177, 2.364)
C (0.114, 0.772, -1.206)
H (0.725, 0.472, 1.905)
H (-0.780, 1.063, 2.663)
H (0.405, -2.129, 1.444)
H (0.011, -0.420, 3.251)
H (-0.951, -2.429, 0.417)
H (-0.911, 0.648, -1.569)
H (0.459, -0.175, -0.800)
H (1.796, -0.288, -3.227)
H (0.125, 1.529, -0.425)
H (0.753, 2.070, -2.637)

Kohn-Sham gap, eV: 9.90

***

Here are the calculated ΔE to the lowest compared entry with this formula, charge and spin numbers, same order: 2.138, 3.371, 6.847, 5.959, 8.749, 1.598, 1.031, 0.819, 2.550, 2.948, 0.321, 2.378 (eV).
Here are the calculated calculated total energy numbers, same order: -8299.366, -8298.133, -8294.657, -8295.545, -8292.755, -8299.906, -8300.473, -8300.685, -8291.079, -10346.540, -10349.166, -10347.110 (eV).